# 1
C2H7N5 as an isolated structure, computed with the ωB97M-V functional and the def2-TZVPD basis.

Summary:
HOMO level   -9.059 eV
Total charge   0
Orbital gap   9.80 eV
LUMO energy   0.7384 eV
Multiplicity   1

Last column: Mulliken charge in e.
Positions of all 14 atoms, in Å:
N 1.675 -0.196 0.762  -0.44
N -0.462 -0.701 -0.725  0.00
N -0.046 1.344 -0.120  -0.62
N -1.453 0.144 -0.164  -0.27
N -0.121 -0.493 -2.055  -0.60
C -0.911 -0.222 1.205  -0.21
C 0.353 0.040 0.404  0.38
H 0.004 2.052 0.621  0.23
H -0.158 0.501 -2.282  0.25
H -1.159 -1.245 1.493  0.32
H 1.846 -1.042 1.286  0.20
H -1.155 0.501 1.978  0.28
H 2.357 0.328 0.233  0.22
H -0.769 -1.011 -2.636  0.26

Atoms 1-6, force components in eV/Å:
N -0.996 0.606 0.144
N 0.436 -0.447 0.728
N -0.647 -0.811 -0.211
N 0.750 1.370 0.086
N -0.035 0.408 -0.058
C 0.198 0.106 -0.069

***

# 2
C37H54CoN3P as an isolated structure, computed with the ωB97M-V functional and the def2-TZVPD basis.

Summary:
<S²>   6.062
HOMO level (alpha / beta)   -2.142 / -3.059 eV
Total charge   -1
Orbital gap (alpha / beta)   4.72 / 5.39 eV
LUMO energy (alpha / beta)   2.5749 / 2.3261 eV
Multiplicity   5

Last column: Mulliken charge in e.
Positions of all 96 atoms, in Å:
Co 0.134 -0.325 -0.922  -0.28
P -3.458 -0.629 2.243  0.31
N -0.378 -1.051 -3.680  0.66
N 0.336 -2.540 3.655  -0.54
N -1.117 -2.595 -2.289  -0.31
C 3.305 0.805 -1.177  -1.65
C 0.455 1.597 -6.055  -1.06
C -4.241 -2.512 4.162  -1.67
C -0.522 -3.220 -3.372  -1.38
C -2.350 0.760 -2.886  -1.14
C -0.849 -1.268 -2.372  -0.42
C -4.770 0.758 0.091  -1.79
C -4.543 -2.041 2.734  1.12
C -0.112 1.565 0.169  0.69
C 0.856 1.630 -0.903  0.04
C -0.286 0.240 -4.252  0.90
C -0.047 0.708 2.623  0.26
C -0.404 -3.493 4.242  -0.42
C -0.920 3.517 -6.860  -1.64
C -1.330 -4.282 3.508  -0.56
C 1.796 0.471 0.868  0.95
C 2.794 -0.202 1.673  -1.71
C 0.870 2.587 -2.020  -1.25
C -1.377 1.085 -3.971  1.30
C -3.323 0.722 4.685  -1.71
C -3.928 0.849 3.275  0.69
C 1.981 -0.266 -5.307  -1.70
C -1.378 -4.139 2.109  -0.08
C -1.571 2.161 -4.868  -0.90
C -1.308 2.421 0.255  -0.60
C 0.544 -2.628 2.300  0.52
C 2.002 0.870 -0.486  0.67
C -0.071 -2.269 -4.246  0.20
C -4.076 -1.652 -0.329  -1.38
C -0.435 -3.334 1.483  -0.48
C 0.492 0.855 1.263  0.04
C -3.770 -0.351 0.425  3.10
C -5.413 1.196 3.359  -1.63
C 0.705 0.524 -5.190  0.17
C -6.043 -1.843 2.498  -1.80
C -0.674 2.405 -5.904  0.73
C 1.753 -2.040 1.769  -0.92
H -1.938 -4.987 4.048  0.42
H -1.506 3.214 -7.732  0.28
H -3.413 1.682 2.757  0.39
H 0.054 -0.316 3.006  -0.23
H 0.478 1.378 3.322  0.27
H -1.074 3.429 0.638  0.30
H 2.522 -0.393 -4.350  0.16
H -3.277 -2.392 -0.191  0.22
H 1.481 2.165 -2.826  0.31
H -3.165 -2.656 4.317  0.29
H -3.935 0.077 5.329  0.41
H -1.869 0.590 -1.883  -0.10
H -6.538 -1.415 3.380  0.44
H -2.128 -4.651 1.512  0.39
H -4.627 -1.818 4.920  0.26
H -1.457 4.334 -6.381  0.37
H 0.427 -2.359 -5.187  0.39
H 3.168 0.810 -2.265  0.33
H -5.979 0.453 3.935  0.23
H -4.731 -3.484 4.314  0.45
H -0.266 -3.662 5.331  0.33
H 1.825 -1.258 -5.755  0.35
H -4.740 0.946 -0.993  0.32
H -5.035 -2.091 -0.017  0.40
H -1.760 2.537 -0.735  0.20
H -1.111 0.981 2.643  -0.30
H -0.402 -4.303 -3.473  0.38
H -6.489 -2.835 2.329  0.40
H -2.981 -0.124 -3.107  0.30
H 3.989 1.635 -0.926  0.17
H -5.500 2.157 3.887  0.48
H -2.048 1.965 0.923  -0.10
H -4.524 1.706 0.589  0.38
H -2.298 0.330 4.668  0.27
H 3.688 -0.428 1.072  0.33
H -3.297 1.719 5.146  0.43
H 0.025 3.905 -7.234  0.40
H 3.074 0.321 2.594  0.38
H -0.420 -3.097 0.424  0.31
H 2.646 0.262 -6.006  0.41
H 3.807 -0.123 -0.895  0.46
H -5.802 0.473 0.342  0.32
H -0.146 2.736 -2.394  0.28
H 2.505 -1.567 2.462  0.22
H -2.767 -0.011 0.100  -2.09
H -3.022 1.621 -2.793  0.40
H -2.480 2.745 -4.714  0.37
H 2.016 -2.340 0.737  0.47
H -4.131 -1.442 -1.405  0.38
H -5.882 1.322 2.378  0.27
H -6.282 -1.228 1.622  0.21
H 1.291 3.574 -1.757  0.24
H 1.165 1.769 -6.869  0.37
H -4.195 -2.839 2.053  0.38

Atoms 1-6, force components in eV/Å:
Co 0.525 -0.039 1.126
P 1.559 -0.910 0.456
N 1.181 0.126 1.371
N 1.015 -1.319 0.544
N 1.630 0.128 0.862
C 0.449 -0.193 -0.518

***

# 3
One molecule with the formula C3H4Cl2, computed with the ωB97M-V functional and the def2-TZVPD basis.

Summary:
SMILES   Cl[C@@H]1C[C@@H]1Cl
HOMO level   -9.872 eV
Total charge   0
Orbital gap   10.53 eV
LUMO energy   0.6586 eV
Multiplicity   1

Last column: Mulliken charge in e.
Positions of all 9 atoms, in Å:
Cl -0.816 1.587 -0.701  -0.20
Cl 1.041 -1.275 -0.702  -0.18
C 0.264 0.205 1.655  -0.50
C 0.059 -1.048 0.695  -0.10
C -0.766 0.194 0.625  -0.19
H -0.310 -2.005 0.909  0.35
H 1.146 0.809 1.556  0.32
H -1.796 -0.052 0.904  0.31
H -0.208 -0.154 2.629  0.20

Atoms 1-6, force components in eV/Å:
Cl 0.317 -2.285 1.588
Cl 1.334 -0.113 -0.749
C -1.394 -3.175 1.099
C 1.255 3.054 -1.286
C -2.306 0.964 -1.124
H -0.967 -0.682 1.127

***

# 4
C20H21CoN7OS2 as an isolated structure, computed with the ωB97M-V functional and the def2-TZVPD basis.

Summary:
<S²>   6.020
HOMO level (alpha / beta)   -3.415 / -3.445 eV
Total charge   -1
Orbital gap (alpha / beta)   5.70 / 5.54 eV
LUMO energy (alpha / beta)   2.2814 / 2.0978 eV
Multiplicity   5

Last column: Mulliken charge in e.
Positions of all 52 atoms, in Å:
Co -0.492 0.937 1.003  -0.28
S -1.209 1.659 3.303  -0.37
S 0.613 -0.137 3.175  -0.34
O 4.778 4.679 2.218  -0.67
N -1.466 1.040 -0.849  -0.39
N -1.537 -0.537 4.900  -0.69
N 1.299 1.912 0.534  0.17
N -1.820 -0.359 1.321  0.19
N -0.715 -1.314 -0.597  -0.18
N 3.452 3.622 3.705  -0.29
N -2.038 -0.878 2.625  -0.48
C 3.838 3.939 2.447  0.38
C 1.954 2.510 1.530  -0.25
C 3.546 3.433 0.025  -0.18
C 2.873 2.807 -1.009  -1.00
C -2.561 -0.598 -2.318  -1.00
C -2.477 0.283 -3.340  -0.28
C -1.045 -3.439 -1.896  0.20
C -0.286 -2.363 -1.418  0.09
C -1.858 -0.315 -1.061  0.94
C 1.060 -2.309 -1.814  -0.28
C -1.209 -0.139 3.549  0.23
C -3.036 -2.249 0.307  -1.91
C -1.814 1.535 -3.184  -1.12
C 3.086 3.278 1.324  0.40
C 0.848 -4.328 -3.107  -0.37
C -2.023 -1.138 0.174  1.56
C 1.616 -3.265 -2.643  -0.63
C -0.481 -4.404 -2.723  -0.96
C 1.749 2.050 -0.711  -0.20
C -1.393 1.841 -1.911  -0.13
H -3.536 -2.487 -0.630  0.50
H 1.657 -1.489 -1.431  0.38
H 3.976 4.024 4.461  0.22
H -1.752 -1.857 2.696  0.23
H -2.966 0.050 -4.281  0.41
H 4.427 4.039 -0.145  0.47
H -1.098 -5.223 -3.075  0.35
H 2.659 -3.186 -2.925  0.35
H -1.202 0.183 5.529  0.30
H -1.024 -1.383 5.125  0.27
H -1.757 2.262 -3.981  0.34
H -3.107 -1.523 -2.435  0.10
H -2.572 -3.163 0.688  0.37
H 1.517 2.332 2.506  -0.01
H 3.201 2.898 -2.035  0.43
H -2.082 -3.533 -1.619  0.21
H 1.183 1.532 -1.477  0.48
H 1.280 -5.080 -3.756  0.36
H -1.002 2.838 -1.706  0.44
H 2.741 2.943 3.912  0.19
H -3.794 -1.928 1.022  0.44

Atoms 1-6, force components in eV/Å:
Co -0.453 0.027 -0.023
S -0.131 0.105 0.087
S 0.136 -0.160 -0.018
O -0.049 0.146 0.047
N 0.186 -0.209 -0.075
N -0.063 0.057 -0.040

***

# 5
One molecule with the formula C4H8N2O3S, computed with the ωB97M-V functional and the def2-TZVPD basis.

Summary:
<S²>   2.008
HOMO level (alpha / beta)   -4.537 / -9.469 eV
Total charge   0
Orbital gap (alpha / beta)   4.47 / 4.62 eV
LUMO energy (alpha / beta)   -0.0679 / -4.8536 eV
Multiplicity   3

Last column: Mulliken charge in e.
Positions of all 18 atoms, in Å:
S 0.168 -2.655 3.315  1.08
O 1.161 -2.385 2.292  -0.60
O -0.662 -3.834 3.288  -0.55
O 0.319 -1.950 4.541  -0.53
N -1.493 -0.883 1.387  -0.38
N 0.918 -0.756 -0.708  0.06
C -1.009 -1.476 2.272  0.03
C -1.513 -0.287 0.100  -0.36
C -0.485 -1.089 -0.833  -0.62
C 1.359 0.554 -0.860  -0.91
H 1.850 1.029 -0.030  0.33
H -1.162 0.709 0.206  0.31
H 0.538 1.051 -1.190  0.44
H -0.583 -2.178 -0.771  0.38
H -2.494 -0.398 -0.160  0.35
H 2.223 0.598 -1.551  0.33
H -0.758 -0.764 -1.905  0.35
H 1.276 -1.100 0.170  0.30

Atoms 1-6, force components in eV/Å:
S -3.174 2.411 -2.856
O 2.430 -1.430 -0.086
O 1.350 -0.080 0.178
O 0.484 -0.365 0.530
N -3.001 4.316 -3.644
N -1.769 -0.703 2.945

***

Number 1: DFT total energy -353.990157 Eh, strongest force on any atom 1.6 eV/A. Number 2: DFT total energy -3330.433532 Eh, strongest force on any atom 4.5 eV/A. Number 3: DFT total energy -1037.023699 Eh, strongest force on any atom 3.6 eV/A. Number 4: DFT total energy -3412.398872 Eh, strongest force on any atom 0.5 eV/A. Number 5: DFT total energy -890.333452 Eh, strongest force on any atom 7.1 eV/A.